Record 1
This record from OMol25 describes the ion C5H9IN with charge +1. The level of theory is wB97M-V/def2-TZVPD.

Last column: Mulliken charge in e.
Geometry (Å):
1 C 0.682 0.247 1.220  -0.12
2 C -1.295 0.769 -0.297  -0.54
3 C 1.342 -0.136 -0.187  -0.64
4 C -0.595 0.897 1.116  -0.71
5 C -1.050 -0.587 -1.005  -0.39
6 N 0.361 -0.682 -1.271  -0.08
7 I -1.736 -2.305 0.053  0.19
8 H 0.526 -0.702 1.847  0.27
9 H 1.417 0.909 1.839  0.38
10 H -2.426 0.898 -0.080  0.37
11 H -0.941 1.525 -0.929  0.40
12 H 1.847 0.794 -0.683  0.30
13 H 2.154 -0.779 0.164  0.34
14 H -1.360 0.985 1.855  0.38
15 H 0.294 -0.164 -2.131  0.41
16 H 0.781 -1.667 -1.510  0.43

Output
* electronic energy: -14910.0516 eV
* net charge: +1
* lowest unoccupied orbital energy (spin up / spin down): -5.70 / -3.96 eV

Record 2
This record from OMol25 describes a cluster of 9 separate species, C27H54O27 in total. The level of theory is wB97M-V/def2-TZVPD.

Last column: Mulliken charge in e.
Geometry (Å):
1 C -1.417 -3.462 1.860  1.43
2 O -2.164 -4.649 2.130  -0.33
3 C -1.904 -5.725 1.409  0.80
4 O -1.175 -5.782 0.436  -0.47
5 O -2.576 -6.767 1.864  -0.39
6 C -2.608 -7.962 1.102  -0.70
7 H -2.112 -2.705 1.522  -0.07
8 H -0.649 -3.620 1.116  -1.05
9 H -0.825 -3.160 2.723  -0.12
10 H -2.905 -8.773 1.758  0.25
11 H -1.658 -8.213 0.630  0.31
12 H -3.326 -7.793 0.296  0.29
13 C 2.027 0.454 4.961  -0.43
14 O 0.875 0.327 5.792  -0.36
15 C -0.082 -0.491 5.369  0.62
16 O -0.187 -0.985 4.273  -0.20
17 O -0.859 -0.809 6.393  -0.38
18 C -2.041 -1.563 6.145  -0.65
19 H 2.894 0.725 5.552  0.28
20 H 1.787 1.194 4.196  0.30
21 H 2.236 -0.477 4.431  0.03
22 H -2.732 -1.306 6.941  0.25
23 H -1.801 -2.626 6.215  0.28
24 H -2.432 -1.385 5.145  0.26
25 C 2.014 -3.044 6.549  -0.69
26 O 1.239 -3.794 5.623  -0.27
27 C 1.886 -4.388 4.622  0.81
28 O 3.075 -4.496 4.494  -0.59
29 O 0.959 -4.831 3.779  -0.23
30 C 1.343 -5.645 2.705  -0.82
31 H 2.468 -2.194 6.043  0.23
32 H 2.741 -3.694 7.036  0.38
33 H 1.337 -2.679 7.318  0.23
34 H 2.117 -6.367 2.973  0.46
35 H 1.831 -5.145 1.855  0.27
36 H 0.516 -6.132 2.199  0.20
37 C 2.682 3.183 -0.066  -0.34
38 O 3.580 4.270 -0.220  -0.35
39 C 4.500 4.208 -1.190  0.86
40 O 4.834 3.250 -1.838  -0.59
41 O 5.042 5.408 -1.280  -0.35
42 C 5.977 5.682 -2.316  -0.64
43 H 3.090 2.218 -0.370  0.47
44 H 1.741 3.322 -0.588  -0.10
45 H 2.566 3.039 1.006  0.27
46 H 5.467 5.741 -3.281  0.26
47 H 6.721 4.889 -2.336  0.30
48 H 6.399 6.666 -2.143  0.22
49 C 3.091 8.839 -4.024  -0.62
50 O 2.255 7.846 -3.416  -0.35
51 C 2.459 6.602 -3.839  0.81
52 O 3.010 6.277 -4.858  -0.57
53 O 1.924 5.755 -2.961  -0.26
54 C 1.847 4.399 -3.333  -0.29
55 H 2.900 8.895 -5.094  0.30
56 H 4.130 8.631 -3.781  0.26
57 H 2.767 9.777 -3.579  0.24
58 H 1.373 4.184 -4.289  0.40
59 H 1.312 3.901 -2.525  -0.26
60 H 2.812 3.884 -3.298  0.40
61 C -2.041 4.756 -2.457  -0.54
62 O -3.299 5.019 -3.039  -0.34
63 C -4.338 4.894 -2.219  0.79
64 O -4.354 4.308 -1.166  -0.56
65 O -5.365 5.572 -2.719  -0.33
66 C -6.622 5.405 -2.086  -0.65
67 H -1.248 5.337 -2.932  0.23
68 H -1.626 3.754 -2.596  0.20
69 H -2.040 4.995 -1.395  0.38
70 H -7.318 5.952 -2.716  0.24
71 H -6.638 5.721 -1.046  0.29
72 H -6.973 4.369 -2.080  0.31
73 C -3.803 -3.275 -2.817  -0.57
74 O -4.344 -2.199 -2.062  -0.40
75 C -3.541 -1.652 -1.163  0.62
76 O -2.413 -1.985 -0.906  -0.01
77 O -4.234 -0.703 -0.520  -0.45
78 C -3.514 0.087 0.435  0.44
79 H -3.631 -4.122 -2.147  0.23
80 H -2.881 -3.017 -3.333  0.23
81 H -4.562 -3.618 -3.515  0.29
82 H -4.285 0.695 0.907  0.34
83 H -2.941 0.821 -0.105  -0.42
84 H -2.916 -0.480 1.140  -0.04
85 C -0.311 -3.710 -1.525  0.04
86 O 0.618 -4.241 -2.474  -0.39
87 C 0.801 -3.559 -3.590  0.77
88 O 0.404 -2.441 -3.818  -0.56
89 O 1.497 -4.322 -4.425  -0.36
90 C 2.026 -3.743 -5.606  -0.66
91 H -0.331 -2.626 -1.561  0.28
92 H -0.111 -4.087 -0.539  -0.24
93 H -1.323 -4.006 -1.786  0.11
94 H 2.891 -3.118 -5.375  0.29
95 H 1.294 -3.115 -6.113  0.30
96 H 2.351 -4.561 -6.240  0.23
97 C 1.336 -1.790 1.640  -0.02
98 O 0.240 -1.209 0.961  0.54
99 C 0.409 -0.008 0.431  0.16
100 O 1.403 0.671 0.556  -0.58
101 O -0.686 0.341 -0.217  -0.12
102 C -0.715 1.702 -0.655  -0.90
103 H 2.172 -1.935 0.949  0.57
104 H 1.053 -2.773 1.994  -0.46
105 H 1.697 -1.151 2.441  -0.12
106 H -1.714 1.973 -0.974  0.19
107 H -0.054 1.804 -1.517  0.33
108 H -0.387 2.367 0.142  0.34

Output
* electronic energy: -84156.1654 eV
* lowest unoccupied orbital energy: 0.52 eV

Record 3
This record from OMol25 describes a structure of composition C32H32BrClCoN5O2. The level of theory is wB97M-V/def2-TZVPD.

Last column: Mulliken spin population.
Geometry (Å):
1 Co 0.336 0.247 -0.150  2.76
2 Br -6.714 2.166 -0.710  0.11
3 C -4.841 1.980 -0.456  0.24
4 C -4.012 3.113 -0.511  -0.06
5 C -2.667 2.977 -0.325  0.13
6 C -2.061 1.712 -0.089  0.11
7 O -0.794 1.651 0.065  0.26
8 C -2.924 0.550 -0.056  0.12
9 C -2.425 -0.774 0.109  -0.05
10 N -1.173 -1.059 0.286  0.17
11 C -0.645 -2.331 0.418  0.03
12 C -1.362 -3.517 0.477  0.05
13 C -0.691 -4.738 0.549  -0.02
14 C 0.682 -4.798 0.558  0.05
15 C 1.450 -3.614 0.537  -0.01
16 C 2.860 -3.594 0.547  0.02
17 C 3.515 -2.386 0.546  -0.01
18 C 2.776 -1.200 0.562  0.01
19 N 1.451 -1.182 0.509  0.02
20 C 0.778 -2.367 0.490  -0.01
21 C -4.306 0.732 -0.219  0.01
22 H -4.445 4.086 -0.678  0.00
23 H -2.020 3.838 -0.327  0.00
24 H -3.159 -1.578 0.046  0.00
25 H -2.442 -3.511 0.460  0.00
26 H -1.274 -5.644 0.578  0.00
27 H 1.187 -5.751 0.588  0.00
28 H 3.403 -4.527 0.559  0.00
29 H 4.590 -2.339 0.563  0.00
30 H 3.275 -0.243 0.647  0.00
31 H -4.959 -0.125 -0.146  0.00
32 C -2.345 2.220 -4.720  0.00
33 C -2.398 1.555 -6.101  0.00
34 C -2.457 2.657 -7.170  0.00
35 C -3.720 0.769 -6.168  0.00
36 C -1.203 0.584 -6.408  0.00
37 O -1.487 -0.144 -7.584  0.00
38 C 0.193 1.228 -6.658  0.00
39 C 0.728 2.331 -5.727  0.00
40 C 2.179 2.568 -6.010  0.00
41 C 2.582 3.105 -7.238  0.00
42 C 3.909 3.365 -7.498  0.00
43 C 4.873 3.085 -6.523  0.00
44 Cl 6.516 3.424 -6.826  0.00
45 C 4.488 2.538 -5.294  0.00
46 C 3.157 2.283 -5.051  0.00
47 C -1.067 -0.592 -5.392  0.00
48 N -0.271 -0.363 -4.224  0.00
49 C -0.673 -0.153 -2.974  0.06
50 N 0.389 -0.029 -2.182  0.00
51 C 1.439 -0.196 -3.027  0.01
52 N 1.058 -0.402 -4.255  0.01
53 H -3.207 2.877 -4.630  0.00
54 H -1.460 2.825 -4.571  0.00
55 H -2.411 1.490 -3.920  0.00
56 H -3.309 3.303 -6.969  0.00
57 H -2.599 2.248 -8.169  0.00
58 H -1.567 3.278 -7.170  0.00
59 H -4.553 1.466 -6.199  0.00
60 H -3.860 0.137 -5.294  0.00
61 H -3.770 0.143 -7.054  0.00
62 H -1.749 0.447 -8.302  0.00
63 H 0.178 1.624 -7.674  0.00
64 H 0.909 0.403 -6.653  0.00
65 H 0.610 2.064 -4.678  0.00
66 H 0.187 3.261 -5.915  0.00
67 H 1.841 3.343 -7.986  0.00
68 H 4.209 3.791 -8.441  0.00
69 H 5.235 2.329 -4.546  0.00
70 H 2.859 1.878 -4.096  0.00
71 H -0.595 -1.395 -5.964  0.00
72 H -2.059 -0.930 -5.093  0.00
73 H -1.697 -0.118 -2.652  0.00
74 H 2.467 -0.188 -2.727  0.00

Output
* electronic energy: -165426.8632 eV
* net charge: +2
* spin multiplicity: 5
* lowest unoccupied orbital energy (spin up / spin down): -7.20 / -9.50 eV

Record 4
This record from OMol25 describes a structure of composition C41H48FN5PRuSi. The level of theory is wB97M-V/def2-TZVPD.

Last column: Mulliken spin population.
Geometry (Å):
1 Ru -0.437 0.134 -0.411  -0.07
2 C 3.834 -1.571 -0.652  0.00
3 C 3.546 -0.104 -0.545  -0.01
4 C 4.572 0.815 -0.726  0.01
5 C 4.299 2.165 -0.541  0.00
6 C 3.046 2.554 -0.137  0.01
7 C 2.046 1.572 0.048  0.00
8 N 2.321 0.280 -0.210  0.00
9 N 0.788 1.820 0.465  0.09
10 Si 0.465 3.089 1.613  -0.02
11 C 0.333 4.852 0.845  0.00
12 C 1.892 3.154 2.884  0.00
13 C -1.142 2.790 2.599  0.02
14 H 4.878 -1.733 -0.909  0.00
15 H 3.200 -2.041 -1.396  0.00
16 H 3.626 -2.047 0.306  0.00
17 H 5.558 0.478 -1.003  0.00
18 H 5.071 2.902 -0.701  0.00
19 H 2.811 3.592 0.015  0.00
20 H 1.189 5.109 0.228  0.00
21 H 0.271 5.595 1.635  0.00
22 H -0.556 4.968 0.235  0.00
23 H 2.856 3.314 2.413  0.00
24 H 1.956 2.235 3.457  0.00
25 H 1.730 3.964 3.585  0.00
26 H -1.947 2.379 1.999  -0.01
27 H -1.486 3.736 3.008  0.00
28 H -0.974 2.119 3.435  -0.01
29 C -2.918 3.711 -0.611  0.00
30 C -4.129 3.271 -0.033  -0.01
31 C -4.275 1.947 0.256  0.01
32 C -3.224 1.028 -0.021  -0.03
33 N -1.994 1.518 -0.417  0.02
34 C -1.891 2.803 -0.731  -0.04
35 C -3.365 -0.374 0.051  0.00
36 C -4.598 -1.029 0.318  -0.01
37 C -4.681 -2.389 0.280  0.01
38 C -3.522 -3.136 -0.012  -0.01
39 C -2.348 -2.460 -0.233  0.01
40 N -2.238 -1.133 -0.209  -0.03
41 H -2.794 4.736 -0.919  0.00
42 H -4.917 3.981 0.178  0.00
43 H -5.178 1.585 0.720  0.00
44 H -0.917 3.123 -1.077  0.00
45 H -5.478 -0.444 0.535  0.00
46 H -5.613 -2.899 0.462  0.00
47 H -3.547 -4.211 -0.054  0.00
48 H -1.439 -3.005 -0.445  0.01
49 N 2.872 -9.120 0.693  0.00
50 C 2.567 -8.032 0.497  0.00
51 C 2.184 -6.694 0.269  0.00
52 C 1.915 -5.859 1.358  0.00
53 C 1.506 -4.565 1.139  0.00
54 C 1.362 -4.073 -0.167  -0.03
55 C 1.653 -4.912 -1.251  0.01
56 C 2.060 -6.209 -1.035  0.00
57 C 0.902 -2.753 -0.350  0.03
58 C 0.526 -1.592 -0.431  0.03
59 H 2.027 -6.244 2.362  0.00
60 H 1.285 -3.910 1.970  0.00
61 H 1.551 -4.536 -2.260  0.00
62 H 2.283 -6.865 -1.864  0.00
63 F -0.165 0.562 8.179  0.02
64 C -0.158 0.240 6.868  0.22
65 C 1.049 -0.076 6.256  -0.08
66 C 1.057 -0.388 4.922  0.18
67 C -0.140 -0.382 4.147  0.05
68 C -0.095 -0.647 2.793  0.32
69 C -1.355 -0.079 4.830  0.17
70 C -1.359 0.231 6.167  -0.08
71 H 1.953 -0.065 6.843  0.00
72 H 1.981 -0.637 4.424  0.01
73 H 0.839 -0.887 2.311  0.06
74 H -0.991 -0.630 2.180  0.14
75 H -2.281 -0.099 4.274  0.01
76 H -2.270 0.472 6.693  0.00
77 C -0.749 -1.950 -3.878  0.00
78 C 0.243 -0.790 -3.939  0.00
79 P -0.324 0.611 -2.886  -0.01
80 C -1.863 1.184 -3.755  0.01
81 C -1.835 1.267 -5.278  0.00
82 C 0.944 1.937 -3.179  -0.01
83 C 1.270 2.436 -4.581  0.00
84 H -0.313 -2.857 -4.292  0.00
85 H -1.647 -1.716 -4.445  0.00
86 H -1.042 -2.150 -2.845  0.00
87 H 0.388 -0.459 -4.969  0.00
88 H 1.210 -1.089 -3.528  0.00
89 H -2.115 2.160 -3.334  0.00
90 H -2.650 0.492 -3.439  0.00
91 H -1.299 2.149 -5.615  0.00
92 H -2.854 1.333 -5.654  0.00
93 H -1.372 0.394 -5.728  0.00
94 H 1.853 1.537 -2.717  0.00
95 H 0.621 2.782 -2.561  0.01
96 H 1.537 1.627 -5.255  0.00
97 H 2.124 3.107 -4.511  0.00
98 H 0.444 2.998 -5.007  0.00

Output
* electronic energy: -73210.9077 eV
* spin multiplicity: 2
* lowest unoccupied orbital energy (spin up / spin down): -1.21 / -1.21 eV